Record 1
This record from OMol25 describes the molecule C5H4N4O in a non-equilibrium geometry. The level of theory is ωB97M-V/def2-TZVPD.

The geometry in XYZ format:
```
14
Properties=species:S:1:pos:R:3:forces:R:3:lowdin_charge:R:1
O -1.5020 -1.9956 -0.1820 -1.05 -2.44 0.06 0.17
C -1.1300 -0.9035 -0.0311 2.25 5.85 0.03 -0.43
N -1.8589 0.2851 0.2196 -0.79 -2.92 -0.39 0.05
N -1.5423 1.5725 0.1047 2.10 1.73 -0.28 0.04
C -0.2818 1.8815 -0.0834 -1.30 -0.81 -0.10 -0.06
C 0.7009 0.8332 -0.1624 0.28 0.58 -0.20 -0.20
C 2.0913 0.7347 -0.1045 -3.12 -0.06 0.75 -0.09
N 2.4206 -0.5329 0.1735 0.60 -2.08 -0.40 0.06
C 1.3323 -1.2956 0.1334 -0.31 3.67 -0.72 -0.07
N 0.2338 -0.4473 -0.1002 0.58 -3.21 0.80 0.06
H -2.8349 0.1124 0.1738 -0.91 0.13 0.20 0.14
H -0.0261 2.9319 -0.1680 -0.11 -0.18 0.05 0.12
H 2.6589 1.6099 -0.0622 1.49 0.66 0.00 0.09
H 1.1691 -2.3321 0.2180 0.30 -0.94 0.18 0.12
```
Positions in Å, forces in eV/Å.

Summary:
E: -13256.798 eV
Structure (SMILES): O=c1[nH]ncc2cncn12
ΔE to the lowest compared entry with this formula, charge and spin: 30.7 kJ/mol
HOMO energy: -8.69 eV
Max |F|: 6.26 eV/Å
Net charge: 0
Frontier orbital gap: 9.08 eV

---

Record 2
This record from OMol25 describes a cluster of 4 separate species, CH11N2O3 in total in a non-equilibrium geometry. The level of theory is ωB97M-V/def2-TZVPD.

The geometry in XYZ format:
```
17
Properties=species:S:1:pos:R:3:forces:R:3:lowdin_charge:R:1
N -0.2397 -0.6163 0.0444 2.16 0.10 1.94 0.11
C -1.1348 -1.2871 -0.6606 0.64 4.87 -2.54 -0.10
N -1.4542 -0.6588 -1.8858 2.63 0.50 2.60 0.13
H 0.4795 0.1580 -0.2735 -2.49 -1.98 0.13 0.18
H -0.0866 -0.9152 1.0832 -0.28 -0.01 -2.35 0.10
H -1.5913 -2.1645 -0.1835 -0.15 0.45 -0.71 0.15
H -2.2775 -0.7695 -2.3749 -2.03 -1.34 -0.88 0.07
H -1.0232 0.2976 -2.1938 -0.27 -2.61 1.26 0.13
H -0.9084 -1.4553 3.0945 0.15 -0.57 -0.10 0.07
H -0.3098 -2.9380 2.6450 -1.10 3.81 -0.96 0.17
O -0.6047 -1.9557 2.3173 0.86 -3.36 1.47 -0.11
H 1.5152 1.4759 -3.0366 -0.62 -0.39 0.22 0.08
H 0.4967 2.0783 -2.0452 0.41 -1.40 -0.97 0.09
O 0.7015 1.2312 -2.5484 0.15 1.99 0.96 -0.09
H 2.4424 1.8994 2.4478 0.94 -0.14 1.41 0.00
H 2.0018 3.3007 1.8224 0.29 -1.32 0.39 0.06
O 1.9932 2.3192 1.7477 -1.28 1.38 -1.86 -0.06
```
Positions in Å, forces in eV/Å.

Summary:
E: -10331.377 eV
ΔE to the lowest compared entry with this formula, charge and spin: 189.5 kJ/mol
HOMO energy: -14.51 eV
Max |F|: 5.54 eV/Å
Net charge: +1
Frontier orbital gap: 11.21 eV

---

Record 3
This record from OMol25 describes the molecule C4H6N2OS in a non-equilibrium geometry. The level of theory is ωB97M-V/def2-TZVPD.

The geometry in XYZ format:
```
14
Properties=species:S:1:pos:R:3:forces:R:3:lowdin_charge:R:1
C -0.6350 -0.0645 -1.9097 -0.13 0.36 -3.18 -0.12
C -0.0619 -0.9853 -1.1501 -0.41 1.86 1.62 -0.10
C -0.3301 0.9055 0.0908 1.06 -2.75 0.68 -0.48
C 0.9867 -1.0254 1.2261 -3.89 -0.13 1.61 -0.03
N -0.7492 1.0877 -1.1915 -0.44 1.68 1.38 0.01
N 0.0767 -0.5197 0.1666 -0.29 4.57 -0.17 -0.09
O 0.0291 1.8256 2.6069 0.26 -0.60 0.70 -0.69
S -0.3318 2.2011 1.2130 -0.20 -0.05 -1.23 0.82
H -0.8623 -0.0988 -3.0233 0.12 -0.05 1.94 0.15
H -0.1096 -1.9616 -1.3596 0.61 -3.58 -0.69 0.08
H 2.0108 -0.7478 1.1238 0.86 -0.78 -0.68 0.08
H 0.7000 -0.5483 2.2145 0.05 -0.06 -1.32 0.09
H 0.5079 -2.0384 1.3757 2.08 0.36 -0.19 0.11
H -1.2313 1.9700 -1.3831 0.31 -0.83 -0.49 0.16
```
Positions in Å, forces in eV/Å.

Summary:
E: -20105.601 eV
ΔE to the lowest compared entry with this formula, charge and spin: 360.9 kJ/mol
HOMO energy: -6.89 eV
Max |F|: 4.58 eV/Å
Net charge: 0
Frontier orbital gap: 7.52 eV

---

Record 4
This record from OMol25 describes a cluster of 3 separate species, C29H38IO12S in total in a non-equilibrium geometry. The level of theory is ωB97M-V/def2-TZVPD.

The geometry in XYZ format:
```
81
Properties=species:S:1:pos:R:3:forces:R:3:lowdin_charge:R:1
C 6.1536 1.0762 -2.7841 -4.27 -3.47 -4.01 0.03
C 5.4234 0.2365 -3.5014 3.10 4.23 2.88 -0.12
C 4.4374 -0.7186 -4.3417 0.20 0.78 1.57 -0.19
C 3.9701 -1.9890 -3.4073 -0.48 0.09 -1.89 -0.19
C 2.3667 -2.1711 -3.7162 1.35 -0.27 1.18 -0.15
C 1.5814 -1.1229 -2.7705 0.03 -0.98 0.81 -0.23
C 1.3285 -1.8565 -1.3512 0.89 -0.37 0.27 -0.20
C 0.7625 -0.8844 -0.1743 -0.57 -2.40 -0.06 -0.77
I 2.5000 0.3698 0.4159 -0.77 -0.31 -0.14 0.90
C 0.2824 -1.8409 1.0307 0.76 0.41 1.07 -0.17
C -0.2445 -1.0852 2.3464 -1.62 1.13 3.81 -0.16
C -0.6436 -2.0035 3.5963 -0.39 4.31 0.61 -0.02
C -1.1426 -1.3315 4.9584 0.74 2.03 -2.33 -0.03
C -1.2705 0.2402 5.1466 1.27 -0.90 -3.57 -0.21
C -1.7228 0.9779 6.5030 0.59 -0.17 -0.55 -0.11
C -0.9233 1.1445 3.8955 0.53 -4.32 -0.23 -0.03
C -0.4238 0.4626 2.5420 -0.60 -1.47 2.35 -0.05
O -0.3722 -0.0574 -0.5621 0.94 -1.15 -1.35 -0.31
S -1.1042 -0.5850 -1.9855 -8.24 -0.82 -0.52 0.85
O -2.2421 0.4070 -2.2665 4.61 -1.81 0.91 -0.32
O -1.8039 -1.9404 -1.8151 3.81 3.52 0.19 -0.31
C 0.1735 -0.5955 -3.3633 1.85 0.27 -1.52 -0.31
O 0.3935 0.6959 -3.9798 -0.54 -0.68 2.37 -0.12
C 0.5275 1.7689 -3.0079 0.34 2.34 -0.61 -0.20
C 1.4084 2.9907 -3.6702 0.76 -0.12 1.53 -0.17
C 2.5955 3.4194 -2.6168 0.33 0.24 -0.11 -0.14
C -0.4396 -1.5565 -4.5474 -3.28 -1.36 -5.94 -0.46
O -0.6243 -2.8214 -4.4277 1.59 3.94 1.22 -0.05
O -0.8299 -0.9395 -5.7582 2.98 -1.45 6.32 -0.18
H 6.5876 2.0373 -2.3073 -0.89 -2.49 -1.03 0.04
H 3.4700 -0.1101 -4.5793 1.89 -0.78 0.45 0.11
H 4.8849 -1.0533 -5.3529 -0.50 0.58 1.86 0.12
H 4.1922 -1.8270 -2.2914 -0.24 -0.24 -1.81 0.10
H 4.5226 -2.9109 -3.8534 -0.88 1.47 1.23 0.11
H 2.1159 -3.2517 -3.3808 -0.04 1.85 -1.00 0.13
H 2.2445 -1.9961 -4.8444 -0.28 -0.42 1.79 0.13
H 2.3351 -0.2560 -2.5547 -1.74 -1.16 -0.51 0.11
H 0.6683 -2.8137 -1.4370 0.83 1.94 -0.11 0.14
H 2.3648 -2.2403 -0.9771 -1.83 0.74 -0.55 0.11
H 1.2182 -2.4646 1.3473 -1.62 1.10 -0.54 0.13
H -0.5177 -2.5975 0.6791 1.17 1.50 0.21 0.14
H -0.5689 -3.1448 3.5168 -0.13 1.96 0.18 0.09
H -1.4321 -1.9682 5.8881 0.68 1.05 -1.99 0.09
H -1.2159 2.0285 6.5297 -0.99 -1.90 -0.13 0.08
H -1.3671 0.4335 7.4702 -0.83 0.78 -2.04 0.07
H -2.8659 1.1180 6.4835 1.75 -0.25 0.21 0.08
H -0.9962 2.3001 3.9531 0.14 -2.28 -0.12 0.09
H -0.1602 1.1846 1.6839 -0.54 -1.43 1.51 0.06
H -0.5170 2.2470 -2.7984 1.78 -1.32 -0.06 0.14
H 1.0783 1.4865 -2.0395 -1.03 0.05 -1.44 0.06
H 0.7376 3.9197 -3.7766 1.02 -1.59 -0.30 0.10
H 1.9399 2.6682 -4.6356 -1.24 0.54 1.28 0.11
H 2.2867 3.2760 -1.5149 0.29 0.25 -1.73 0.05
H 3.5616 2.7951 -2.7680 -1.68 0.90 0.17 0.06
H 2.8962 4.5390 -2.7455 -0.57 -1.95 0.14 0.07
C -3.1568 -2.0143 -6.6128 -0.44 -0.41 -0.29 -0.03
C -4.1687 -2.0270 -7.7375 1.24 0.37 1.08 -0.34
C -5.3165 -1.0857 -7.5339 0.12 0.67 0.00 -0.11
O -6.3368 -1.6864 -8.3247 -0.27 -0.77 -0.22 0.05
C -6.0684 -3.0246 -8.3459 -0.33 -0.92 -0.20 -0.54
O -6.8234 -3.8638 -8.7655 0.61 0.85 0.35 0.13
O -4.8351 -3.2851 -7.8259 -1.33 -0.02 -0.67 0.09
H -2.4183 -2.8068 -6.7556 0.04 0.32 0.01 0.09
H -2.6366 -1.0570 -6.5645 -0.04 -0.25 -0.04 0.07
H -3.6341 -2.2023 -5.6455 -0.05 0.08 -0.12 0.10
H -3.6652 -1.8489 -8.6953 -0.14 0.06 -0.01 0.16
H -5.0972 -0.0749 -7.8828 -0.17 -0.14 -0.08 0.14
H -5.6667 -1.0404 -6.4976 0.22 -0.08 -0.01 0.14
C 0.4686 3.1449 12.3690 0.26 -0.27 0.25 -0.02
C 0.5392 2.8407 10.8887 -0.04 0.61 1.05 -0.35
C -0.8000 2.6541 10.2403 -0.50 0.49 -0.19 -0.11
O -0.4772 1.8372 9.1223 0.58 -0.27 0.30 0.02
C 0.6257 1.1157 9.4799 0.61 -1.22 -0.76 -0.52
O 1.0655 0.1912 8.8531 -0.57 1.06 0.73 0.16
O 1.1590 1.5830 10.6474 -0.24 -0.29 -0.69 0.09
H 1.4707 3.1423 12.8066 -0.10 0.12 -0.09 0.09
H 0.0110 4.1209 12.5469 0.05 -0.06 -0.09 0.09
H -0.1088 2.3846 12.9045 -0.02 0.07 -0.17 0.09
H 1.1318 3.6081 10.3769 -0.13 -0.03 -0.06 0.16
H -1.2454 3.5973 9.9180 0.03 -0.18 -0.16 0.14
H -1.5178 2.1128 10.8656 0.15 0.08 0.13 0.14
```
Positions in Å, forces in eV/Å.

Summary:
E: -74184.049 eV
ΔE to the lowest compared entry with this formula, charge and spin: 632.6 kJ/mol
HOMO energy: -5.15 eV
Max |F|: 8.30 eV/Å
Net charge: -1
Frontier orbital gap: 6.69 eV